{
  "formula": "H40O20",
  "method": "wB97M-V/def2-TZVPD",
  "e_above_lowest_kj_mol": 431.68,
  "homo_lumo_gap_ev": 9.71,
  "e_lumo_ev": -0.74,
  "species": ["O", "H", "H", "O", "H", "H", "O", "H", "H", "O", "H", "H", "O", "H", "H", "O", "H", "H", "O", "H", "H", "O", "H", "H", "O", "H", "H", "O", "H", "H", "O", "H", "H", "O", "H", "H", "O", "H", "H", "O", "H", "H", "O", "H", "H", "O", "H", "H", "O", "H", "H", "O", "H", "H", "O", "H", "H", "O", "H", "H"],
  "coordinates": [[-0.9022, -3.3166, 4.3812], [0.0471, -3.1992, 4.2967], [-1.2136, -2.5977, 3.8290], [-0.0863, -5.4737, 1.8526], [-0.3945, -4.8301, 1.2000], [0.3089, -6.0726, 1.2013], [1.6296, -4.4094, -0.9075], [2.4180, -3.9417, -0.5689], [0.9460, -3.7746, -0.6687], [4.8375, 0.1508, -1.1725], [5.7311, 0.4947, -1.0877], [4.3336, 0.9105, -0.8584], [-2.6063, 0.6220, 1.6392], [-2.1382, 0.1490, 0.9423], [-3.5472, 0.4933, 1.3564], [2.6576, -2.1288, -0.8302], [2.0216, -2.1522, -1.5424], [2.9662, -1.2217, -0.7441], [-3.4247, 2.0281, -1.3572], [-2.9976, 2.0002, -0.5070], [-2.7100, 1.5492, -1.7548], [5.3209, -2.2638, 1.1606], [5.5168, -1.4243, 0.7196], [5.3222, -2.7981, 0.3532], [-3.0247, -2.3536, 2.1388], [-3.3361, -1.6966, 1.5199], [-3.4673, -3.1957, 2.0504], [-2.4788, -0.8588, -3.9642], [-1.9505, -1.6440, -3.7899], [-3.2428, -1.1911, -4.4426], [-2.1831, 2.9255, 3.3242], [-1.9391, 2.0845, 2.9182], [-3.0702, 2.7917, 3.6733], [0.3240, 0.5090, 3.2302], [0.1978, 1.4466, 3.4193], [1.2808, 0.4375, 3.1336], [-1.8751, 2.9267, -3.6677], [-2.0425, 3.3425, -2.8205], [-2.4405, 2.1583, -3.7706], [2.8552, 2.3458, -1.2790], [3.5957, 2.9541, -1.1737], [2.1121, 2.9292, -1.3654], [-0.1210, 5.3210, -2.5506], [0.0282, 4.6029, -3.1587], [0.7459, 5.4111, -2.1404], [-3.5276, 3.5568, 0.8066], [-3.0503, 3.3388, 1.6084], [-3.0985, 4.2674, 0.3305], [-4.7333, 0.3095, 0.0724], [-5.6372, 0.5359, 0.2761], [-4.3099, 0.7269, -0.7204], [0.6319, 1.3697, 0.1200], [1.3848, 1.6394, -0.4224], [0.9717, 1.2119, 1.0016], [5.0705, 1.6766, 1.5318], [4.3078, 2.0753, 1.1300], [5.1771, 0.7756, 1.8201], [0.6456, -3.6139, -3.2153], [0.8464, -4.4006, -2.6690], [1.3165, -3.5093, -3.8880]],
  "forces_ev_per_a": [[0.26, 0.17, 0.02], [0.22, -0.34, 0.17], [-0.62, 0.19, -0.23], [0.06, -0.08, -1.17], [-0.30, 0.44, 0.63], [0.28, -0.37, 0.55], [0.12, -0.44, 0.72], [-0.29, -0.41, -0.24], [-0.11, -0.10, 0.05], [0.07, 0.24, 0.21], [0.33, -0.23, -0.10], [-0.34, -0.24, -0.12], [-0.52, -0.20, -0.30], [0.44, 0.04, 0.23], [0.50, 0.38, 0.11], [0.44, 0.44, 0.43], [-0.24, 0.14, -0.52], [0.13, -0.03, -0.11], [0.37, -0.48, -0.51], [-0.46, 1.16, 1.85], [0.57, -0.67, -1.71], [0.27, 0.34, -0.90], [-0.11, 0.24, 0.41], [-0.24, -0.50, 0.39], [0.88, 0.04, 0.70], [-0.50, -0.17, -0.25], [-0.34, 0.03, -0.37], [-0.03, 0.06, 0.06], [0.14, -0.02, 0.05], [-0.08, 0.02, -0.04], [0.12, 0.33, -0.05], [-0.32, -0.38, -0.15], [0.09, -0.15, 0.14], [0.34, 0.31, -0.32], [-0.19, -0.01, 0.19], [-0.01, -0.24, 0.21], [0.73, 0.19, -0.48], [-0.47, -0.13, 0.14], [-0.13, 0.07, 0.17], [0.89, -0.05, 0.10], [0.10, 0.02, -0.12], [-0.73, 0.60, -0.28], [0.35, 0.12, 0.46], [-0.31, -0.51, -0.67], [-0.13, 0.33, 0.14], [-0.78, -0.28, -0.40], [0.63, 0.37, 0.37], [0.27, 0.15, 0.27], [0.68, -1.21, 0.30], [-0.16, 0.48, -0.63], [-1.30, 0.37, 0.58], [-0.23, 0.15, -0.46], [-0.13, -0.49, 0.51], [-0.07, -0.12, 0.25], [1.97, 1.52, 0.18], [-0.82, -1.11, 0.22], [-1.26, -0.36, -0.29], [-0.73, 0.02, 0.15], [0.42, 0.65, -0.48], [0.26, -0.31, -0.06]],
  "nbo_charge": [-0.939, 0.460, 0.478, -0.917, 0.455, 0.463, -0.973, 0.508, 0.467, -0.950, 0.476, 0.472, -0.997, 0.470, 0.502, -0.976, 0.489, 0.493, -0.930, 0.500, 0.464, -0.931, 0.460, 0.471, -0.962, 0.481, 0.480, -0.953, 0.482, 0.472, -0.969, 0.503, 0.478, -0.930, 0.473, 0.462, -0.965, 0.485, 0.481, -0.958, 0.486, 0.487, -0.930, 0.476, 0.456, -0.982, 0.495, 0.475, -1.018, 0.495, 0.512, -0.957, 0.468, 0.474, -0.993, 0.488, 0.507, -0.987, 0.504, 0.474]
}

=====

{
  "formula": "C10H16O",
  "method": "wB97M-V/def2-TZVPD",
  "e_above_lowest_kj_mol": 136.86,
  "homo_lumo_gap_ev": 9.22,
  "e_lumo_ev": 0.83,
  "smiles": "CCc1ccc(O)cc1.CC",
  "species": ["C", "C", "C", "C", "C", "C", "C", "C", "O", "H", "H", "H", "H", "H", "H", "H", "H", "H", "H", "C", "C", "H", "H", "H", "H", "H", "H"],
  "coordinates": [[0.9938, -2.2603, -1.0708], [-0.2308, -2.9337, -1.7259], [0.6112, -1.6565, 0.2567], [0.9073, -2.0965, 1.5331], [-0.2113, -0.5256, 0.1328], [0.4433, -1.3799, 2.6534], [-0.7611, 0.1567, 1.2230], [-0.4510, -0.3447, 2.4977], [-1.0378, 0.1266, 3.6444], [1.7564, -3.0434, -1.0477], [1.4752, -1.4684, -1.6517], [-0.7568, -3.5568, -1.0147], [1.6653, -2.8476, 1.7156], [-0.5258, -0.0662, -0.7985], [0.9237, -1.6711, 3.5766], [-1.4555, 0.9626, 1.0270], [-1.3780, 0.9972, 3.4717], [0.2220, -3.5918, -2.4838], [-0.9585, -2.3580, -2.2986], [-0.6954, 3.0452, -1.5953], [0.3790, 3.8590, -0.8375], [-1.4556, 3.6380, -2.0929], [-0.1374, 2.4519, -2.3214], [-1.0942, 2.3249, -0.8799], [-0.0734, 4.7773, -0.4454], [1.1622, 4.1436, -1.5210], [0.6835, 3.3177, 0.0530]],
  "forces_ev_per_a": [[-0.10, -0.22, 0.22], [1.03, -0.53, -1.25], [-0.62, 0.60, -0.73], [0.43, 1.14, 0.32], [-0.62, 0.94, 0.91], [0.83, -1.06, -1.05], [0.69, -1.54, 0.10], [-0.44, 0.39, 0.24], [0.43, -0.12, 0.05], [0.01, 0.08, 0.65], [-0.43, -0.06, -0.35], [-0.08, -0.08, 0.22], [-0.18, -0.28, -0.20], [0.44, -0.58, -0.45], [-0.71, 0.22, 0.46], [0.00, 0.11, 0.33], [-0.36, 0.59, -0.03], [-0.45, -0.15, 0.09], [0.13, 0.57, 0.45], [1.30, -0.50, 0.51], [-1.59, 0.61, 0.09], [-0.07, -0.03, 0.07], [-0.40, -0.10, -0.28], [-0.59, 0.14, -0.26], [0.15, 0.03, -0.10], [0.57, 0.00, 0.19], [0.63, -0.16, -0.22]],
  "nbo_charge": [-0.416, -0.605, -0.058, -0.185, -0.180, -0.271, -0.295, 0.296, -0.669, 0.209, 0.214, 0.212, 0.211, 0.209, 0.225, 0.213, 0.473, 0.204, 0.210, -0.606, -0.608, 0.208, 0.201, 0.194, 0.198, 0.205, 0.209]
}

=====

{
  "formula": "H40N7O10S",
  "method": "wB97M-V/def2-TZVPD",
  "total_charge": 5,
  "e_above_lowest_kj_mol": 290.17,
  "homo_lumo_gap_ev": 7.64,
  "e_lumo_ev": -16.10,
  "species": ["N", "H", "H", "H", "H", "N", "H", "H", "H", "H", "N", "H", "H", "H", "H", "N", "H", "H", "H", "H", "N", "H", "H", "H", "H", "N", "H", "H", "H", "H", "N", "H", "H", "H", "H", "S", "O", "O", "O", "O", "O", "H", "H", "O", "H", "H", "O", "H", "H", "O", "H", "H", "O", "H", "H", "O", "H", "H"],
  "coordinates": [[-2.3414, -1.0402, -2.2304], [-2.2268, -1.2125, -3.2190], [-2.4112, -1.9383, -1.7736], [-3.1658, -0.4586, -2.1831], [-1.6286, -0.3989, -1.9132], [-3.4908, -1.1070, 1.1819], [-4.3416, -0.9279, 0.6680], [-2.9520, -0.2982, 0.9069], [-3.0973, -2.0009, 0.9245], [-3.7076, -1.0373, 2.1659], [0.7360, -3.0978, -1.4463], [1.2045, -3.5432, -0.6702], [-0.2315, -3.3526, -1.3081], [1.1008, -3.5614, -2.2661], [1.0987, -2.1591, -1.5327], [-0.1377, 0.1756, 3.8388], [0.5702, 0.1391, 3.1193], [0.2924, 0.3671, 4.7324], [-0.6417, -0.6794, 4.0262], [-0.7712, 0.9541, 3.7264], [-2.1740, 3.0750, -2.0164], [-1.8574, 3.5500, -2.8495], [-3.0282, 2.5461, -2.1208], [-2.1136, 3.5237, -1.1135], [-1.5265, 2.3115, -1.8820], [1.9942, 0.5083, -3.3398], [2.1893, -0.0606, -4.1512], [1.6185, -0.0541, -2.5896], [1.3521, 1.1992, -3.7007], [2.8234, 1.0075, -3.0510], [-0.3690, -2.6589, 2.0724], [0.4185, -3.2711, 2.2310], [-0.1190, -1.9473, 1.4007], [-0.7839, -2.2374, 2.8911], [-1.1411, -3.0146, 1.5270], [0.1745, 0.2638, -0.2271], [-0.5493, -0.7931, 0.4508], [-0.7830, 0.9303, -1.1223], [0.9694, 1.1692, 0.5910], [1.0698, -0.3575, -1.1797], [3.5284, -1.6490, -0.5772], [2.9343, -0.9130, -0.4304], [3.2672, -2.3016, 0.0725], [0.9694, 3.4106, -1.2462], [1.2690, 3.2664, -2.1438], [0.8557, 2.5307, -0.8869], [1.5220, 2.2760, 2.8573], [1.3657, 2.0188, 1.9486], [2.1730, 2.9754, 2.8002], [1.9526, -0.7359, 2.3568], [1.9526, -0.1079, 1.6345], [2.8784, -0.9220, 2.5131], [3.5631, 1.3651, 0.0040], [2.6066, 1.3941, -0.0211], [3.8108, 2.1000, 0.5651], [-2.4830, 1.4026, 0.8827], [-1.9032, 1.0384, 0.2138], [-2.2842, 2.3389, 0.8887]],
  "forces_ev_per_a": [[-0.74, 0.07, -1.21], [0.13, -0.28, -0.88], [-0.28, -0.03, 0.30], [-1.12, -0.34, 0.19], [1.52, 0.50, 0.81], [-0.69, 0.14, -0.42], [-1.18, -0.48, -0.02], [1.01, 0.70, 0.44], [-0.15, -0.17, 0.07], [-0.31, -0.09, 0.69], [0.83, -1.88, 0.01], [0.80, -0.25, 0.32], [-0.43, 0.61, -0.51], [0.10, -0.90, -0.71], [-0.50, 1.64, 0.63], [-0.97, 0.44, 1.36], [1.02, -0.22, -0.32], [0.98, 0.35, 0.64], [-0.18, -0.10, -0.10], [-0.40, 0.49, -0.33], [0.34, -1.65, 0.22], [-0.36, 1.17, -0.18], [-1.03, 0.90, -0.34], [-0.26, 1.38, -0.16], [1.12, -0.34, 0.07], [0.42, 0.57, -2.01], [0.74, -0.37, -0.50], [-0.28, 0.12, 0.77], [-0.47, 0.36, 0.13], [0.88, 0.07, 0.25], [-0.82, -0.40, -0.26], [0.04, -0.76, 0.63], [1.05, 1.72, -0.11], [0.46, -0.33, 0.50], [-0.13, -1.60, 0.44], [2.54, 0.92, -1.64], [-1.54, -0.96, 1.33], [-1.88, 0.94, -0.20], [-2.36, -0.90, -0.27], [1.35, -2.09, -0.43], [-0.59, -0.50, -0.58], [0.31, 0.52, 0.18], [0.52, -0.28, 0.44], [-0.68, -0.08, -0.14], [0.42, 0.48, -0.30], [0.26, 0.12, 0.28], [-0.37, -0.44, 0.22], [0.08, 0.48, 0.17], [0.26, 0.45, 0.46], [-0.78, -0.81, -0.29], [0.49, 0.54, -0.21], [0.66, -0.01, 0.46], [-0.18, -0.66, -0.38], [0.24, 0.41, 0.04], [0.50, 0.37, 0.10], [-0.61, -0.51, 0.28], [0.41, 0.49, -0.50], [-0.19, 0.49, 0.56]],
  "nbo_charge": [-0.881, 0.475, 0.438, 0.455, 0.463, -0.867, 0.472, 0.466, 0.419, 0.479, -0.883, 0.453, 0.424, 0.482, 0.485, -0.865, 0.480, 0.489, 0.397, 0.462, -0.854, 0.484, 0.433, 0.464, 0.445, -0.868, 0.459, 0.447, 0.429, 0.478, -0.859, 0.485, 0.466, 0.432, 0.409, 2.683, -1.126, -1.122, -1.010, -1.126, -0.904, 0.462, 0.450, -0.906, 0.464, 0.441, -0.984, 0.464, 0.514, -1.011, 0.494, 0.538, -0.951, 0.444, 0.503, -0.991, 0.463, 0.520]
}

=====

{
  "formula": "C6H24NO10V",
  "method": "wB97M-V/def2-TZVPD",
  "multiplicity": 3,
  "homo_lumo_gap_ev": [6.07, 5.98],
  "e_lumo_ev": [-3.05, -3.15],
  "species": ["O", "V", "N", "O", "O", "O", "C", "O", "H", "H", "H", "H", "C", "O", "H", "H", "H", "H", "C", "O", "H", "H", "H", "H", "C", "O", "H", "H", "H", "H", "C", "O", "H", "H", "H", "H", "C", "O", "H", "H", "H", "H"],
  "coordinates": [[-2.6135, -2.4968, -1.8011], [-1.1363, -2.8668, -2.3534], [-0.1840, -0.3115, -0.4377], [-1.3299, -0.1582, -0.0312], [0.7720, 0.1832, 0.1412], [-0.0517, -1.1293, -1.3229], [-0.4424, 2.9073, 1.9126], [-1.4242, 1.8669, 2.0469], [0.5520, 2.4772, 2.0325], [-0.4820, 3.3261, 0.9071], [-0.5558, 3.5966, 2.7493], [-1.2891, 1.1747, 1.3955], [-3.8747, -1.3325, 1.9443], [-3.9255, -0.9484, 0.5426], [-3.8611, -0.4475, 2.5804], [-4.7757, -1.8554, 2.2650], [-2.9316, -1.7824, 2.2546], [-3.0891, -0.5075, 0.3764], [0.8094, -2.8406, 2.5704], [-0.4509, -3.2221, 2.0266], [1.5073, -3.6617, 2.4064], [1.2095, -1.9950, 2.0110], [0.7777, -2.5805, 3.6285], [-1.0282, -3.4809, 2.7487], [3.9670, 1.2076, 1.2443], [2.6963, 1.3163, 1.8293], [3.8816, 1.6637, 0.2579], [4.7808, 1.7720, 1.6996], [4.2529, 0.1629, 1.1218], [2.0864, 0.9127, 1.2075], [-1.5782, 1.6200, -2.8383], [-2.1538, 0.9642, -3.9544], [-2.0942, 1.4563, -1.8922], [-0.5533, 1.2751, -2.7012], [-1.5011, 2.7046, -2.9143], [-1.8911, 0.0416, -3.9164], [2.7156, 0.2439, -2.9368], [3.1524, -0.1540, -4.2199], [2.0618, -0.4595, -2.4211], [3.4996, 0.4592, -2.2108], [2.0816, 1.1116, -3.1188], [2.4134, -0.2130, -4.8299]],
  "forces_ev_per_a": [[3.45, -1.45, -1.89], [-3.14, 2.90, 3.07], [-1.69, 0.50, 3.93], [-0.55, 1.24, 0.35], [0.47, 0.30, -0.87], [1.64, -3.69, -4.69], [0.19, -1.57, 0.03], [-0.18, 0.75, 0.60], [0.18, 0.05, -0.02], [-0.16, 0.61, 0.17], [-0.38, 0.24, -0.43], [0.27, 0.00, -0.26], [0.09, 1.51, -0.17], [-0.31, -0.80, 1.50], [-0.24, 0.50, -0.07], [0.24, -0.46, -0.53], [-0.08, -0.83, -0.48], [0.00, -0.04, -0.22], [0.35, -0.22, -0.42], [-0.12, 0.22, 0.07], [0.18, -0.11, 0.29], [-0.24, 0.17, 0.05], [-0.11, -0.01, -0.05], [-0.04, -0.01, -0.07], [-0.09, 0.13, -1.34], [0.27, 0.21, 0.98], [0.34, -0.14, -0.48], [-0.45, -0.09, 0.78], [0.28, -0.10, 0.07], [-0.19, 0.03, 0.10], [0.72, -0.03, 0.88], [-0.16, 0.44, -0.15], [-0.32, -0.34, -0.11], [0.22, -0.02, 0.08], [-0.34, -0.06, -0.82], [-0.14, 0.09, 0.11], [-1.50, 0.52, -0.03], [1.03, -0.76, 0.02], [0.05, -0.49, -0.21], [0.40, 0.12, -0.69], [0.14, 0.50, 0.66], [-0.08, 0.16, 0.23]],
  "nbo_charge": [-0.537, 1.442, 0.762, -0.500, -0.482, -0.648, -0.255, -0.760, 0.180, 0.155, 0.179, 0.482, -0.266, -0.736, 0.168, 0.178, 0.162, 0.485, -0.253, -0.739, 0.157, 0.184, 0.178, 0.473, -0.245, -0.738, 0.153, 0.181, 0.154, 0.490, -0.257, -0.710, 0.184, 0.147, 0.187, 0.448, -0.256, -0.728, 0.164, 0.193, 0.162, 0.462]
}

=====

Number 1: E -41598.5506 eV. Number 2: E -12676.3065 eV. Number 3: E -42332.5241 eV. Number 4: E -54254.2421 eV.